No. 1
78
Properties=species:S:1:pos:R:3 method="wB97M-V/def2-TZVPD" s_squared=3.777 spin_multiplicity=4 homo_energy_ev="-21.20 / -21.12" orbital_gap_ev="7.5 / 3.9" charge=+4 e_above_lowest_kj_mol=228.73 max_force_ev_per_a=7.86
H 2.63 2.38 0.67
H -2.63 2.34 -1.34
H 1.75 -3.67 2.48
H 3.67 1.43 4.16
C 0.05 -2.30 2.67
C -0.14 0.38 -4.16
C 0.97 2.16 2.59
H -1.17 -2.76 -1.68
O -1.62 1.78 1.62
C 3.35 2.06 -1.74
C -0.20 -1.11 3.58
H 4.17 2.39 -1.08
C 2.05 3.12 0.13
H 1.04 3.15 0.56
H -2.80 -2.52 3.60
C 1.55 -2.59 2.51
H -0.37 -4.32 -1.91
P -0.79 -2.07 1.01
H -2.23 -3.98 2.74
H 0.21 -1.29 4.58
H 1.99 3.74 -1.89
H -2.00 -4.27 -1.21
H -3.92 -3.50 2.63
C -0.79 4.29 -1.15
C -1.03 -3.75 -1.24
C -2.89 -3.11 2.68
H 0.58 2.69 -5.11
P 0.52 1.79 -1.80
H -2.90 -1.21 1.65
Tc -0.19 -0.04 -0.28
C -0.76 3.14 -2.15
C -0.39 -3.69 0.15
H 1.68 3.13 4.21
H -0.30 -4.98 1.96
H 0.70 -3.62 0.03
C 2.05 2.79 -1.35
H 0.19 0.00 -5.14
H 0.17 4.81 -1.07
H 2.52 4.08 0.36
N 1.81 2.36 3.60
C -2.17 2.57 -2.32
C 2.65 0.62 2.51
H -0.42 -3.17 3.16
H -0.24 -5.82 0.41
H 3.64 2.29 -2.77
H 2.11 -2.18 3.37
C 0.98 1.22 -3.54
C -1.09 1.07 0.86
C -1.69 -0.39 -1.43
C -3.49 -2.76 0.27
H -1.54 5.02 -1.48
H 2.13 1.87 -5.25
H 0.33 -0.24 3.19
H 1.11 -0.48 0.90
H 3.25 0.97 -1.63
O -2.63 -0.57 -2.12
H 1.96 -2.14 1.59
H -1.04 0.97 -4.33
C 1.43 2.31 -4.53
H 1.84 0.56 -3.35
H -3.64 -3.85 0.31
H 1.94 3.16 -4.06
N 1.43 1.05 1.95
H -0.39 -0.48 -3.54
H 3.16 -0.24 2.06
H -0.43 3.52 -3.14
H 0.06 2.79 2.41
H -1.10 3.94 -0.15
H -4.49 -2.30 0.35
C -2.62 -2.26 1.43
C -0.70 -4.97 0.94
H -2.80 3.32 -2.81
H -3.12 -2.48 -0.72
H -1.78 -5.18 0.98
H -1.25 -0.82 3.66
H 1.50 0.71 0.30
C 2.85 1.46 3.53
H -2.21 1.67 -2.93


No. 2
82
Properties=species:S:1:pos:R:3 method="wB97M-V/def2-TZVPD" spin_multiplicity=1 homo_energy_ev=-11.11 orbital_gap_ev=6.7 charge=+1 max_force_ev_per_a=0.50
N 0.91 1.90 -4.17
H 1.12 5.84 -0.92
H 1.95 -5.37 5.56
H -1.73 -3.36 -2.80
H 5.22 -0.39 -0.20
H -1.56 -3.06 1.77
H -2.93 -1.43 -6.13
C -3.19 -2.76 -1.30
H 5.24 -1.99 -0.97
C -0.96 6.19 2.98
C 1.69 1.08 -3.52
O 0.93 -3.72 4.80
H -1.35 7.21 2.98
H 0.42 -1.36 -1.39
O -1.09 2.62 -0.14
H -1.56 -2.35 -5.53
H -2.99 -3.52 -0.54
O -1.27 -1.15 4.47
H 3.80 0.54 -1.85
H 2.06 -4.08 3.10
H -1.92 -1.13 -3.25
H -0.88 0.43 5.66
H 1.78 2.77 1.54
C 1.45 -1.54 -1.08
C 4.62 -1.13 -0.72
C 0.55 -0.85 -4.30
H -0.31 4.81 -0.73
O 0.28 -2.36 2.14
H 4.73 -0.61 -2.80
C 1.84 -3.28 3.81
H 3.86 -1.48 -0.01
C -1.78 -1.54 3.21
H 1.71 -0.75 -0.38
C 1.55 -0.33 -3.53
C 1.01 -5.10 5.06
O 1.43 4.29 0.30
H 0.92 -5.69 4.14
H 1.00 -1.30 3.77
O -1.32 -0.27 -5.76
C 4.01 -0.52 -1.99
H 0.04 6.19 3.44
C 0.53 5.27 -0.20
H 2.79 -2.99 4.29
H -0.69 1.99 -5.34
H -1.60 0.99 -1.32
H 0.39 -1.92 -4.38
H -2.48 0.49 4.89
H -1.62 5.57 3.58
H -1.75 -0.70 2.51
H -0.68 2.30 -2.13
C 1.31 -2.08 3.07
H -1.01 0.84 3.93
H -2.39 2.54 -1.69
C -1.45 2.08 -1.38
H -3.23 -4.30 -2.81
P 2.56 -1.51 -2.55
H -0.95 -3.53 3.36
C 0.18 2.18 0.30
H -2.83 -1.86 3.32
C 0.03 6.25 0.84
H 1.50 -2.51 -0.58
C -2.71 -1.31 -3.99
C -2.82 -3.29 -2.68
H -0.43 7.10 0.32
C -0.30 0.03 -4.98
N -0.07 1.35 -4.87
H 0.88 6.62 1.42
C -1.43 0.22 4.74
H -4.26 -2.54 -1.28
C 0.90 3.25 1.09
H -2.63 -1.86 -1.03
H 0.05 1.30 0.94
H 0.27 3.62 1.90
H -3.41 -0.47 -3.94
O -3.38 -2.51 -3.73
H 0.80 1.90 -0.56
C -1.00 -2.70 2.64
H 2.13 -1.68 2.47
H 0.18 -5.35 5.72
H 2.45 1.57 -2.92
O -0.93 5.64 1.68
C -2.13 -1.43 -5.40